This record from the OMol25 dataset describes an isolated ion of composition C27H33N4O3 and charge +1 at a distorted geometry. The level of theory is wB97M-V/def2-TZVPD.

Summary:
HOMO-LUMO gap = 7.49 eV
LUMO energy = -2.180 eV
Net charge = +1
Energy = -1493.0594 hartree
Structure (SMILES) = COc1cccc(OC)c1-n1cc[n+](C)c1/C([O-])=C/[C@H](c1ccccc1)[N+]12CCN(CC1)CC2
Energy above the lowest of the compared OMol25 structures with the same formula, charge and spin = 102.1 kJ/mol

Each line ends with the Mulliken charge.
CARTESIAN COORDINATES (ANGSTROEM)
C (-1.5738, -1.1795, -2.2833)  0.222
C (-2.8020, -2.0649, -2.3295)  -0.885
N (-2.6717, -3.2537, -1.4349)  -0.192
C (-1.5364, -4.0986, -1.8956)  -0.938
C (-0.2780, -3.2756, -2.0051)  -0.203
N (-0.4937, -1.8544, -1.4020)  0.030
C (-1.0888, -2.1093, 0.0118)  -0.108
C (-2.4244, -2.7994, -0.0588)  -0.981
H (-1.1496, -1.0749, -3.2856)  0.342
H (-1.7636, -0.1829, -1.8624)  0.032
H (-3.6870, -1.5017, -2.0065)  0.356
H (-2.9720, -2.4218, -3.3571)  0.298
H (-1.4005, -4.9241, -1.1858)  0.272
H (-1.8171, -4.4925, -2.8811)  0.403
H (0.5473, -3.7479, -1.4495)  0.457
H (-0.0118, -3.1683, -3.0594)  0.337
H (-0.3515, -2.7315, 0.5426)  0.477
H (-1.1912, -1.1622, 0.5262)  0.215
H (-3.2412, -2.1242, 0.2256)  0.402
H (-2.4389, -3.6672, 0.6118)  0.318
C (3.8724, 1.8653, 2.2098)  -0.995
O (2.4336, 1.8647, 2.1887)  -0.264
C (1.7240, 1.6023, 3.3075)  0.688
C (2.1969, 0.9257, 4.4471)  -0.780
C (1.2927, 0.6105, 5.4622)  -0.869
C (-0.0569, 0.9441, 5.3779)  -0.704
C (-0.5250, 1.6194, 4.2322)  0.757
O (-1.8260, 1.8351, 3.9120)  -0.352
C (-2.8570, 1.2632, 4.7516)  -0.919
C (0.3826, 1.9830, 3.2420)  0.036
N (-0.1138, 2.5670, 2.0308)  0.757
C (0.0304, 2.0547, 0.7703)  -0.543
C (0.3361, 0.6368, 0.5406)  0.955
C (0.7375, 0.2129, -0.7571)  -1.536
C (0.7237, -1.1597, -1.3660)  0.771
C (1.2674, -0.9903, -2.8181)  -0.278
C (1.9914, -1.9969, -3.4852)  -0.196
C (2.2846, -1.8485, -4.8452)  -0.746
C (2.1069, -0.6154, -5.4818)  -0.622
C (1.5192, 0.4301, -4.7783)  -0.947
C (0.9978, 0.1985, -3.4970)  -0.198
O (0.2449, -0.1374, 1.5405)  -0.846
N (-0.4409, 3.0069, -0.0755)  0.134
C (-0.5127, 2.9329, -1.5184)  -0.523
C (-0.7974, 4.1372, 0.6459)  -0.968
C (-0.6194, 3.8521, 1.9492)  -0.310
H (4.1577, 2.2474, 1.2291)  0.265
H (4.2681, 2.5234, 2.9969)  0.374
H (4.2684, 0.8493, 2.3458)  0.355
H (3.2494, 0.6420, 4.5069)  0.383
H (1.6544, 0.0917, 6.3489)  0.393
H (-0.7641, 0.6651, 6.1623)  0.364
H (-3.7892, 1.5546, 4.2666)  0.263
H (-2.7754, 0.1672, 4.7893)  0.390
H (-2.8160, 1.6700, 5.7725)  0.345
H (1.4990, 0.8720, -1.1825)  0.956
H (1.4236, -1.7926, -0.7928)  0.592
H (2.2869, -2.9102, -2.9498)  0.547
H (2.6622, -2.7083, -5.4018)  0.406
H (2.3856, -0.4820, -6.5258)  0.406
H (1.4103, 1.4166, -5.2274)  0.413
H (0.3938, 0.9855, -3.0252)  0.428
H (-1.1158, 3.7740, -1.8823)  0.345
H (0.4880, 3.0049, -1.9748)  0.293
H (-0.9928, 1.9963, -1.8390)  0.112
H (-1.1556, 5.0234, 0.1559)  0.461
H (-0.7857, 4.4502, 2.8201)  0.550